Molecular formula: C35H64Cl2F12O17
Method: DFT, ωB97M-V with the def2-TZVPD basis set

Bonds (Å) are listed after each position.
CARTESIAN COORDINATES (ANGSTROEM)
1 C -1.080 0.414 8.038  O2 1.396, H10 1.090, H11 1.090, H12 1.090
2 O 0.274 0.319 7.711  C1 1.396, C3 1.402
3 C 0.292 -0.237 6.425  O2 1.402, C4 1.513, H13 1.090, H14 1.090
4 C 1.723 -0.560 6.054  C3 1.513, O5 1.419, H15 1.090, H16 1.090
5 O 2.463 -1.572 6.719  C4 1.419, C6 1.399
6 C 3.828 -1.604 6.412  O5 1.399, C7 1.558, H17 1.090, H18 1.090
7 C 4.555 -2.756 7.167  C6 1.558, O8 1.433, H19 1.090, H20 1.090
8 O 4.219 -4.042 6.632  C7 1.433, C9 1.396
9 C 4.653 -5.132 7.390  O8 1.396, H21 1.090, H22 1.090, H23 1.090
10 H -1.139 1.074 8.904  C1 1.090
11 H -1.468 -0.523 8.438  C1 1.090
12 H -1.732 0.835 7.274  C1 1.090
13 H -0.081 0.392 5.616  C3 1.090
14 H -0.222 -1.198 6.412  C3 1.090
15 H 2.206 0.397 6.250  C4 1.090
16 H 1.819 -0.782 4.991  C4 1.090
17 H 4.373 -0.678 6.594  C6 1.090
18 H 3.904 -1.971 5.388  C6 1.090
19 H 4.444 -2.739 8.251  C7 1.090
20 H 5.638 -2.645 7.134  C7 1.090
21 H 5.730 -5.240 7.516  C9 1.090
22 H 4.230 -6.007 6.896  C9 1.090
23 H 4.326 -4.980 8.418  C9 1.090
24 C 1.128 -3.195 -2.113  O25 1.487, H33 1.090, H34 1.090, H35 1.090
25 O -0.063 -3.516 -2.943  C24 1.487, C26 1.423
26 C -0.841 -4.617 -2.489  O25 1.423, C27 1.489, H36 1.090, H37 1.090
27 C -2.095 -4.677 -3.291  C26 1.489, O28 1.465, H38 1.090, H39 1.090
28 O -2.933 -3.477 -3.227  C27 1.465, C29 1.425
29 C -3.341 -3.106 -1.913  O28 1.425, C30 1.535, H40 1.090, H41 1.090
30 C -4.321 -1.955 -2.180  C29 1.535, O31 1.444, H42 1.090, H43 1.090
31 O -3.721 -1.011 -3.093  C30 1.444, C32 1.409
32 C -4.565 0.038 -3.507  O31 1.409, H44 1.090, H45 1.090, H46 1.090
33 H 0.941 -3.043 -1.050  C24 1.090
34 H 1.650 -2.315 -2.487  C24 1.090
35 H 1.912 -3.934 -2.278  C24 1.090
36 H -1.163 -4.579 -1.449  C26 1.090
37 H -0.349 -5.573 -2.668  C26 1.090
38 H -2.664 -5.524 -2.908  C27 1.090
39 H -1.835 -4.843 -4.336  C27 1.090
40 H -2.445 -2.689 -1.453  C29 1.090
41 H -3.625 -3.856 -1.176  C29 1.090
42 H -4.605 -1.448 -1.257  C30 1.090
43 H -5.239 -2.368 -2.598  C30 1.090
44 H -4.653 0.736 -2.675  C32 1.090
45 H -5.571 -0.343 -3.684  C32 1.090
46 H -4.100 0.538 -4.357  C32 1.090
47 C 2.603 0.942 -2.183  O48 1.400, H56 1.090, H57 1.090, H58 1.090
48 O 3.008 -0.244 -2.805  C47 1.400, C49 1.454
49 C 4.402 -0.218 -3.220  O48 1.454, C50 1.531, H59 1.090, H60 1.090
50 C 4.843 -1.487 -3.955  C49 1.531, O51 1.471, H61 1.090, H62 1.090
51 O 4.660 -2.601 -3.012  C50 1.471, C52 1.422
52 C 4.962 -3.862 -3.595  O51 1.422, C53 1.480, H63 1.090, H64 1.090
53 C 4.109 -4.322 -4.713  C52 1.480, O54 1.432, H65 1.090, H66 1.090
54 O 4.534 -3.712 -5.937  C53 1.432, C55 1.436
55 C 3.710 -4.200 -7.006  O54 1.436, H67 1.090, H68 1.090, H69 1.090
56 H 3.053 1.033 -1.194  C47 1.090
57 H 1.513 0.942 -2.164  C47 1.090
58 H 2.952 1.815 -2.734  C47 1.090
59 H 5.039 -0.007 -2.361  C49 1.090
60 H 4.483 0.657 -3.865  C49 1.090
61 H 5.910 -1.458 -4.177  C50 1.090
62 H 4.397 -1.612 -4.941  C50 1.090
63 H 4.998 -4.552 -2.752  C52 1.090
64 H 6.026 -3.832 -3.832  C52 1.090
65 H 3.067 -4.132 -4.456  C53 1.090
66 H 4.294 -5.379 -4.905  C53 1.090
67 H 4.150 -3.945 -7.970  C55 1.090
68 H 2.691 -3.831 -6.886  C55 1.090
69 H 3.737 -5.289 -7.052  C55 1.090
70 C 1.438 4.530 -2.180  C71 1.521, H79 1.090, H80 1.090, H81 1.090
71 C 0.151 5.257 -2.541  C70 1.521, O72 1.428, H82 1.090, H83 1.090
72 O -0.620 4.580 -3.534  C71 1.428, C73 1.337
73 C -1.931 4.814 -3.653  O72 1.337, O74 1.275, C75 1.559
74 O -2.662 5.576 -2.938  C73 1.275
75 C -2.492 4.034 -4.880  C73 1.559, F76 1.345, F77 1.363, F78 1.352
76 F -2.818 4.913 -5.844  C75 1.345
77 F -1.609 3.119 -5.371  C75 1.363
78 F -3.665 3.442 -4.561  C75 1.352
79 H 2.076 4.382 -3.051  C70 1.090
80 H 1.100 3.564 -1.804  C70 1.090
81 H 2.026 5.055 -1.427  C70 1.090
82 H 0.327 6.296 -2.819  C71 1.090
83 H -0.410 5.241 -1.606  C71 1.090
84 C -4.360 1.728 2.511  C85 1.494, H93 1.090, H94 1.090, H95 1.090
85 C -5.223 0.519 2.361  C84 1.494, O86 1.444, H96 1.090, H97 1.090
86 O -6.151 0.567 1.256  C85 1.444, C87 1.331
87 C -7.435 0.917 1.302  O86 1.331, O88 1.264, C89 1.540
88 O -7.932 1.363 2.376  C87 1.264
89 C -8.254 0.849 0.000  C87 1.540, F90 1.317, F91 1.362, F92 1.379
90 F -8.339 2.079 -0.463  C89 1.317
91 F -7.696 0.098 -0.990  C89 1.362
92 F -9.487 0.292 0.266  C89 1.379
93 H -3.658 1.749 3.345  C84 1.090
94 H -5.095 2.513 2.686  C84 1.090
95 H -3.841 1.928 1.574  C84 1.090
96 H -5.696 0.280 3.313  C85 1.090
97 H -4.481 -0.241 2.118  C85 1.090
98 C 1.838 4.297 2.223  C99 1.579, H107 1.090, H108 1.090, H109 1.090
99 C 3.348 4.409 1.774  C98 1.579, O100 1.399, H110 1.090, H111 1.090
100 O 4.009 3.191 1.584  C99 1.399, C101 1.395
101 C 4.134 2.200 2.558  O100 1.395, O102 1.219, C103 1.543
102 O 3.744 2.331 3.706  C101 1.219
103 C 4.854 0.926 2.067  C101 1.543, F104 1.315, F105 1.356, F106 1.283
104 F 4.337 -0.148 2.624  C103 1.315
105 F 4.820 0.792 0.718  C103 1.356
106 F 6.058 1.006 2.502  C103 1.283
107 H 1.202 3.991 1.392  C98 1.090
108 H 1.600 5.319 2.516  C98 1.090
109 H 1.653 3.690 3.109  C98 1.090
110 H 3.963 4.980 2.469  C99 1.090
111 H 3.452 4.938 0.827  C99 1.090
112 C -1.731 1.518 -2.177  C113 1.526, H121 1.090, H122 1.090, H123 1.090
113 C -2.154 0.576 -1.054  C112 1.526, O114 1.434, H124 1.090, H125 1.090
114 O -1.699 0.998 0.239  C113 1.434, C115 1.358
115 C -0.491 0.564 0.680  O114 1.358, O116 1.225, C117 1.585
116 O 0.342 -0.022 0.000  C115 1.225
117 C -0.195 0.936 2.193  C115 1.585, F118 1.340, F119 1.355, F120 1.349
118 F -0.381 -0.133 2.979  C117 1.340
119 F 1.079 1.344 2.404  C117 1.355
120 F -1.002 1.870 2.737  C117 1.349
121 H -0.669 1.758 -2.132  C112 1.090
122 H -2.298 2.440 -2.049  C112 1.090
123 H -1.962 1.210 -3.197  C112 1.090
124 H -1.816 -0.447 -1.217  C113 1.090
125 H -3.217 0.570 -1.294  C113 1.090
126 C -5.947 3.700 -2.021  Cl127 1.787, Cl128 1.747, H129 1.090, H130 1.090
127 Cl -7.018 5.010 -1.448  C126 1.787
128 Cl -4.650 3.301 -0.921  C126 1.747
129 H -6.575 2.809 -2.031  C126 1.090
130 H -5.482 3.912 -2.984  C126 1.090

Its HOMO-LUMO gap is 9.758 eV. For the HOMO energy, the calculation gives -9.4030 eV. Its SMILES is CCOC(=O)C(F)(F)F.CCOC(=O)C(F)(F)F.CCOC(=O)C(F)(F)F.CCOC(=O)C(F)(F)F.COCCOCCOC.COCCOCCOC.COCCOCCOC.ClCCl.

Atom charges from the Mulliken analysis, given in e for atoms 1 to 4: number 1, C, carries -0.752; number 2, O, carries -0.350; number 3, C, carries -0.302; number 4, C, carries -0.470

***

Molecular formula: C35H65BF5NO7
Method: DFT, ωB97M-V with the def2-TZVPD basis set

Bonds (Å) are listed after each position.
CARTESIAN COORDINATES (ANGSTROEM)
1 C -4.054 -1.339 4.380  C2 1.571, H35 1.108, H36 1.110, H37 1.110
2 C -4.446 -2.675 5.107  C1 1.571, C3 1.565, H38 1.115, H39 1.111
3 C -4.771 -3.864 4.141  C2 1.565, C4 1.563, H40 1.112, H41 1.116
4 C -3.743 -3.981 2.970  C3 1.563, C5 1.563, H42 1.107, H43 1.114
5 C -3.207 -5.428 2.726  C4 1.563, C6 1.579, H44 1.115, H45 1.115
6 C -2.163 -5.921 3.804  C5 1.579, C7 1.565, H46 1.116, H47 1.111
7 C -0.758 -6.128 3.145  C6 1.565, C8 1.557, H48 1.110, H49 1.116
8 C -0.136 -4.712 2.965  C7 1.557, C9 1.555, H50 1.116, H51 1.110
9 C 1.066 -4.632 1.982  C8 1.555, C10 1.571, H52 1.114, H53 1.112
10 C 0.631 -4.585 0.473  C9 1.571, C11 1.562, H54 1.117, H55 1.106
11 C 1.682 -3.751 -0.328  C10 1.562, C12 1.568, H56 1.109, H57 1.117
12 C 1.041 -2.496 -1.015  C11 1.568, C13 1.572, H58 1.113, H59 1.117
13 C 0.085 -1.757 -0.010  C12 1.572, C14 1.554, H60 1.114, H61 1.112
14 C 0.027 -0.208 -0.121  C13 1.554, C15 1.552, H62 1.109, H63 1.115
15 C 0.206 0.515 1.241  C14 1.552, C16 1.595, O19 1.431, C23 1.638
16 C -0.873 -0.098 2.244  C15 1.595, O17 1.242, O18 1.286
17 O -0.731 -0.201 3.474  C16 1.242
18 O -1.983 -0.470 1.711  C16 1.286
19 O -0.212 1.880 1.149  C15 1.431, B20 1.495
20 B 0.363 2.683 2.272  O19 1.495, C21 1.642, O22 1.502, H64 1.230
21 C -0.815 3.119 3.330  B20 1.642, H65 1.110, H66 1.108, H67 1.123
22 O 1.395 1.714 2.774  B20 1.502, C23 1.388
23 C 1.716 0.748 1.831  C15 1.638, O22 1.388, N24 1.464, C28 1.570
24 N 1.994 -0.543 2.462  C23 1.464, C25 1.463, H68 1.014
25 C 3.072 -0.526 3.452  N24 1.463, C26 1.571, H69 1.126, H70 1.103
26 C 2.830 -1.634 4.538  C25 1.571, C27 1.566, H71 1.122, H72 1.109
27 C 1.997 -1.120 5.760  C26 1.566, H73 1.113, H74 1.114, H75 1.109
28 C 2.759 1.129 0.722  C23 1.570, F29 1.390, F30 1.364, C31 1.584
29 F 3.063 0.013 -0.049  C28 1.390
30 F 2.300 2.050 -0.175  C28 1.364
31 C 4.155 1.672 1.236  C28 1.584, F32 1.386, F33 1.326, F34 1.355
32 F 4.648 2.553 0.286  C31 1.386
33 F 4.113 2.362 2.367  C31 1.326
34 F 5.108 0.711 1.308  C31 1.355
35 H -4.468 -1.278 3.354  C1 1.108
36 H -2.949 -1.311 4.282  C1 1.110
37 H -4.345 -0.459 4.991  C1 1.110
38 H -5.358 -2.488 5.720  C2 1.115
39 H -3.636 -2.948 5.818  C2 1.111
40 H -5.780 -3.671 3.714  C3 1.112
41 H -4.782 -4.801 4.748  C3 1.116
42 H -2.877 -3.298 3.063  C4 1.107
43 H -4.280 -3.689 2.038  C4 1.114
44 H -2.674 -5.445 1.747  C5 1.115
45 H -4.065 -6.138 2.659  C5 1.115
46 H -2.077 -5.191 4.642  C6 1.116
47 H -2.561 -6.858 4.250  C6 1.111
48 H -0.845 -6.677 2.185  C7 1.110
49 H -0.157 -6.738 3.861  C7 1.116
50 H 0.238 -4.411 3.973  C8 1.116
51 H -0.938 -3.985 2.719  C8 1.110
52 H 1.757 -5.476 2.206  C9 1.114
53 H 1.609 -3.694 2.235  C9 1.112
54 H 0.595 -5.645 0.121  C10 1.117
55 H -0.405 -4.203 0.401  C10 1.106
56 H 2.498 -3.415 0.344  C11 1.109
57 H 2.075 -4.405 -1.143  C11 1.117
58 H 1.846 -1.848 -1.428  C12 1.113
59 H 0.426 -2.886 -1.862  C12 1.117
60 H 0.293 -2.100 1.030  C13 1.114
61 H -0.940 -2.127 -0.234  C13 1.112
62 H -0.981 0.072 -0.489  C14 1.109
63 H 0.730 0.218 -0.874  C14 1.115
64 H 0.840 3.712 1.795  B20 1.230
65 H -0.874 2.376 4.153  C21 1.110
66 H -1.757 3.238 2.758  C21 1.108
67 H -0.527 4.121 3.747  C21 1.123
68 H 2.092 -1.292 1.785  N24 1.014
69 H 4.013 -0.850 2.927  C25 1.126
70 H 3.234 0.452 3.936  C25 1.103
71 H 3.852 -1.894 4.922  C26 1.122
72 H 2.432 -2.574 4.103  C26 1.109
73 H 2.698 -0.585 6.439  C27 1.113
74 H 1.573 -2.013 6.274  C27 1.114
75 H 1.203 -0.452 5.367  C27 1.109
76 C -0.281 3.429 -4.278  C77 1.519, C80 1.518, H81 1.091, H82 1.094
77 C -0.933 3.787 -2.954  C76 1.519, C78 1.518, H83 1.094, H84 1.091
78 C -1.409 2.432 -2.461  C77 1.518, O79 1.435, H85 1.098, H86 1.092
79 O -0.487 1.463 -2.981  C78 1.435, C80 1.427
80 C 0.342 2.081 -3.964  C76 1.518, O79 1.427, H87 1.096, H88 1.094
81 H 0.448 4.164 -4.621  C76 1.091
82 H -1.045 3.317 -5.053  C76 1.094
83 H -0.181 4.188 -2.268  C77 1.094
84 H -1.738 4.518 -3.042  C77 1.091
85 H -2.407 2.192 -2.849  C78 1.098
86 H -1.433 2.366 -1.371  C78 1.092
87 H 1.341 2.198 -3.531  C80 1.096
88 H 0.417 1.435 -4.844  C80 1.094
89 C -2.223 2.271 -9.365  C90 1.518, C93 1.520, H94 1.091, H95 1.094
90 C -3.393 1.667 -8.609  C89 1.518, C91 1.520, H96 1.094, H97 1.090
91 C -2.906 1.738 -7.171  C90 1.520, O92 1.433, H98 1.095, H99 1.091
92 O -2.048 2.882 -7.083  C91 1.433, C93 1.430
93 C -1.754 3.350 -8.402  C89 1.520, O92 1.430, H100 1.096, H101 1.091
94 H -2.489 2.663 -10.347  C89 1.091
95 H -1.439 1.520 -9.496  C89 1.094
96 H -4.281 2.294 -8.735  C90 1.094
97 H -3.645 0.654 -8.924  C90 1.090
98 H -2.318 0.854 -6.906  C91 1.095
99 H -3.723 1.838 -6.455  C91 1.091
100 H -2.303 4.286 -8.558  C93 1.096
101 H -0.686 3.554 -8.488  C93 1.091
102 C 3.783 6.082 -1.764  C103 1.519, C106 1.523, H107 1.091, H108 1.093
103 C 4.482 4.754 -1.997  C102 1.519, C104 1.513, H109 1.096, H110 1.088
104 C 3.443 3.988 -2.787  C103 1.513, O105 1.436, H111 1.093, H112 1.092
105 O 2.698 4.958 -3.540  C104 1.436, C106 1.429
106 C 3.017 6.269 -3.067  C102 1.523, O105 1.429, H113 1.098, H114 1.092
107 H 4.464 6.907 -1.547  C102 1.091
108 H 3.082 5.989 -0.930  C102 1.093
109 H 5.379 4.910 -2.607  C103 1.096
110 H 4.776 4.245 -1.082  C103 1.088
111 H 2.747 3.469 -2.125  C104 1.093
112 H 3.886 3.258 -3.468  C104 1.092
113 H 3.634 6.763 -3.829  C106 1.098
114 H 2.100 6.846 -2.935  C106 1.092

Its HOMO-LUMO gap is 4.412 eV. For the HOMO energy, the calculation gives -0.9071 eV. The net charge is -2.

Atom charges from the Mulliken analysis, given in e for atoms 1 to 4: number 1, C, carries -0.758; number 2, C, carries -0.545; number 3, C, carries -0.731; number 4, C, carries 0.540

***

What is the formula in the second record?
C35H65BF5NO7